# C5H6O4

The molecule C5H6O4 at a distorted geometry (ωB97M-V/def2-TZVPD, OMol25).

**Energy relative to the best compared isomer or geometry (same formula, charge and spin)**: 64.04 kcal per mole
**2S+1**: 1
**SMILES string**: C[C@@](O)(C=O)C(=O)C=O
**Orbital gap**: 9.43 eV
**HOMO energy**: -9.4 eV

Each line ends with the Mulliken charge.
Atoms and positions in Å:
C: 0.48 0.87 1.17  -1.4941
C: 0.62 -0.30 0.27  1.1342
O: 1.91 -0.71 -0.02  -0.6024
C: -0.26 -1.42 0.60  -0.1924
O: -1.31 -1.32 1.15  -0.4362
C: -0.08 0.18 -1.26  0.4734
O: 0.47 -0.12 -2.26  -0.4823
C: -1.38 0.95 -1.22  -0.0753
O: -1.36 2.10 -0.90  -0.4152
H: -0.58 0.81 1.62  0.3179
H: 0.62 1.76 0.65  0.3907
H: 1.16 0.79 2.00  0.4134
H: 1.81 -1.52 -0.70  0.3674
H: 0.13 -2.49 0.33  0.2076
H: -2.24 0.41 -1.42  0.3933

# C5H6OS

The molecule C5H6OS at a distorted geometry (ωB97M-V/def2-TZVPD, OMol25).

**Energy relative to the best compared isomer or geometry (same formula, charge and spin)**: 76.03 kcal per mole
**2S+1**: 1
**Orbital gap**: 9.96 eV
**HOMO energy**: -9.0 eV

Each line ends with the Mulliken charge.
Atoms and positions in Å:
C: 0.75 0.29 -0.60  -0.1787
C: -0.76 -0.36 -0.59  0.0006
C: 0.48 -0.37 0.78  0.1716
C: -0.48 0.70 1.34  -0.5866
C: -1.41 0.62 0.35  -0.6047
H: 1.59 -1.67 -1.37  0.1458
H: 0.66 1.45 -0.65  0.2658
H: -1.11 -0.80 -1.56  0.4141
H: 1.37 -0.64 1.44  0.3967
H: -0.36 1.25 2.30  0.3564
H: -2.34 1.30 0.15  0.2810
O: -0.27 -1.38 0.25  -0.4239
S: 1.87 -0.40 -1.84  -0.2381

# C5H6OS

A structure of composition C5H6OS at a distorted geometry (ωB97M-V/def2-TZVPD, OMol25).

**Energy relative to the best compared isomer or geometry (same formula, charge and spin)**: 55.44 kcal per mole
**2S+1**: 1
**Orbital gap (alpha / beta)**: 7.70 / 7.70 eV
**HOMO energy (alpha / beta)**: -8.6 / -8.6 eV

Each line ends with the Mulliken charge.
Atoms and positions in Å:
C: 0.65 -1.33 0.60  -0.3738
C: -0.51 -0.65 0.68  -0.4077
C: 1.99 -0.82 0.04  -0.1053
C: -0.40 0.63 0.08  0.8182
C: -1.53 1.30 -0.57  -1.1876
O: 2.25 -0.78 -1.12  -0.4776
S: 1.07 1.41 -0.03  -0.2543
H: 0.80 -2.33 0.80  0.4155
H: -1.52 -1.08 0.83  0.2780
H: 2.72 -0.62 0.89  0.3051
H: -1.35 1.27 -1.61  0.3050
H: -1.77 2.31 -0.22  0.3055
H: -2.39 0.68 -0.38  0.3790